# 1
{"formula": "C27H27InN3O4P", "method": "wB97M-V/def2-TZVPD", "species": ["In", "N", "C", "C", "C", "C", "C", "C", "P", "C", "C", "C", "C", "C", "C", "C", "C", "C", "C", "C", "C", "H", "H", "H", "H", "H", "H", "H", "H", "H", "H", "H", "H", "H", "H", "H", "H", "O", "C", "C", "C", "C", "C", "C", "C", "O", "N", "C", "O", "N", "C", "O", "H", "H", "H", "H", "H", "H", "H", "H", "H", "H", "H"], "xyz": [[0.3135, 0.0701, 0.1986], [-0.6667, 2.0816, 0.7545], [-1.7975, 2.4372, -0.1001], [-2.3554, 3.7007, 0.0287], [-3.4341, 4.0708, -0.7571], [-3.9641, 3.1821, -1.6831], [-3.4088, 1.9253, -1.8205], [-2.3194, 1.5346, -1.0323], [-1.6649, -0.1229, -1.2754], [-2.7989, -1.4094, -0.7870], [-3.8549, -1.7419, -1.6412], [-4.7730, -2.6976, -1.2443], [-4.6397, -3.3203, -0.0081], [-3.5870, -2.9973, 0.8363], [-2.6633, -2.0407, 0.4480], [-1.1304, -0.3189, -2.9720], [-0.7149, 0.7909, -3.7102], [-0.1912, 0.6064, -4.9804], [-0.0802, -0.6739, -5.5075], [-0.4915, -1.7786, -4.7705], [-1.0132, -1.6086, -3.4987], [0.1127, 2.7400, 0.6327], [-0.9427, 2.1657, 1.7320], [-1.9438, 4.3979, 0.7482], [-3.8610, 5.0580, -0.6434], [-4.8058, 3.4695, -2.2977], [-3.8184, 1.2392, -2.5518], [-3.9515, -1.2721, -2.6126], [-5.5911, -2.9622, -1.9000], [-5.3591, -4.0692, 0.2946], [-3.4809, -3.4940, 1.7908], [-1.8370, -1.8035, 1.1123], [-0.8126, 1.7924, -3.3082], [0.1216, 1.4627, -5.5620], [0.3233, -0.8120, -6.5016], [-0.4107, -2.7724, -5.1890], [-1.3401, -2.4702, -2.9288], [2.4990, -0.9658, -2.7339], [1.8569, -0.6590, -1.8743], [1.7828, 0.4689, 4.7450], [2.6755, -0.6784, 4.2915], [3.3012, -0.4687, 2.8936], [4.1737, -1.6842, 2.5025], [4.7508, -1.6003, 1.0957], [4.1890, 0.7807, 2.9490], [5.1426, 0.8393, 3.6678], [3.8151, 1.9011, 2.1867], [2.7726, 1.9606, 1.3097], [2.3756, 2.9595, 0.7519], [2.1226, 0.7477, 1.0933], [2.2178, -0.3126, 1.8821], [1.2930, -1.1732, 1.6950], [1.3651, 0.2579, 5.7275], [0.9372, 0.6181, 4.0641], [2.3329, 1.4086, 4.8221], [2.1166, -1.6145, 4.2641], [3.5067, -0.8101, 4.9842], [3.5612, -2.5796, 2.6153], [4.9731, -1.7334, 3.2415], [3.9663, -1.6321, 0.3333], [5.4121, -2.4439, 0.9075], [5.3393, -0.6913, 0.9514], [4.3540, 2.7455, 2.3403]], "forces_ev_per_angstrom": [[0.12, 0.00, 0.11], [0.08, 0.02, -0.03], [0.00, 0.11, 0.02], [0.01, -0.04, -0.01], [0.00, 0.04, 0.03], [-0.02, -0.01, -0.03], [0.04, -0.03, 0.01], [-0.09, -0.01, -0.07], [0.09, -0.03, 0.01], [-0.04, 0.03, -0.07], [0.02, 0.00, 0.02], [0.00, -0.01, 0.02], [-0.01, 0.00, -0.02], [0.02, 0.01, 0.01], [0.02, 0.01, 0.01], [-0.03, -0.06, 0.03], [0.01, 0.03, 0.00], [0.00, 0.02, 0.01], [0.00, -0.02, 0.00], [0.01, 0.01, -0.01], [-0.01, 0.01, 0.02], [-0.03, 0.04, 0.00], [0.01, -0.05, 0.00], [0.01, 0.00, 0.00], [0.00, 0.00, -0.01], [0.00, 0.01, 0.01], [0.00, 0.00, 0.00], [-0.01, 0.00, 0.00], [0.00, 0.00, 0.00], [0.00, 0.00, 0.00], [-0.01, 0.00, 0.00], [0.00, -0.01, 0.01], [-0.01, 0.00, 0.00], [0.00, 0.00, 0.00], [0.00, 0.00, 0.00], [0.00, 0.00, 0.00], [0.01, 0.00, 0.00], [0.03, 0.00, 0.02], [-0.04, 0.02, -0.03], [0.00, 0.00, -0.01], [0.00, -0.01, 0.01], [0.00, 0.02, -0.05], [-0.01, -0.04, -0.02], [0.02, 0.01, 0.02], [-0.08, 0.10, 0.05], [0.03, -0.04, -0.02], [0.05, -0.06, 0.01], [0.01, 0.10, -0.01], [0.04, -0.02, 0.03], [-0.23, -0.06, -0.11], [0.00, 0.01, 0.06], [0.02, -0.09, 0.01], [0.00, 0.00, 0.00], [0.00, 0.00, 0.01], [0.00, 0.00, 0.00], [0.00, 0.00, 0.00], [0.00, 0.00, 0.00], [0.01, 0.00, 0.01], [0.00, 0.01, 0.00], [0.00, 0.01, -0.01], [-0.01, -0.01, 0.00], [-0.01, -0.01, 0.00], [-0.02, 0.01, -0.02]], "homo_lumo_gap_ha": 0.3219, "charge": 2, "largest_force_ha_per_bohr": 0.0052, "spin_multiplicity": 1, "relative_energy_ev": 0.000}

***

# 2
{"formula": "C3H6IO2P", "method": "wB97M-V/def2-TZVPD", "species": ["C", "C", "C", "O", "O", "P", "I", "H", "H", "H", "H", "H", "H"], "xyz": [[-2.3763, -0.9015, 0.3793], [1.4298, -1.2552, -0.5668], [-1.2436, 1.4824, 0.3338], [-2.3510, -1.9517, 0.9117], [0.3342, -0.4836, -0.0561], [-1.1496, -0.0525, -0.7330], [-4.2517, 0.1163, -0.0501], [1.1172, -1.8572, -1.4300], [1.4541, -2.0114, 0.1584], [2.3686, -0.6320, -0.5950], [-1.3251, 1.1757, 1.3895], [-1.8587, 2.3925, -0.0059], [-0.1760, 1.7938, 0.1458]], "forces_ev_per_angstrom": [[0.32, -1.49, -0.96], [-1.00, 0.33, -0.20], [1.32, 1.46, -1.16], [0.08, 0.47, 0.41], [-1.17, 0.93, -0.44], [1.17, 0.41, 1.20], [-0.66, 0.24, 0.08], [0.53, 0.85, -0.60], [1.11, -1.10, 1.27], [-1.13, -0.81, -0.40], [-0.19, 0.54, -0.45], [0.53, -1.85, 0.67], [-0.92, 0.02, 0.58]], "homo_lumo_gap_ha": 0.3382, "largest_force_ha_per_bohr": 0.0443, "spin_multiplicity": 1, "relative_energy_ev": 0.941}

***

# 3
{"formula": "C22H24N3O2", "method": "wB97M-V/def2-TZVPD", "species": ["C", "N", "C", "C", "N", "C", "C", "C", "C", "C", "C", "C", "C", "C", "C", "C", "O", "H", "H", "H", "H", "H", "H", "H", "H", "H", "H", "H", "H", "H", "H", "H", "C", "C", "C", "N", "C", "C", "C", "C", "C", "O", "H", "H", "H", "H", "H", "H", "H", "H", "H"], "xyz": [[1.9455, -2.6419, 1.9557], [2.9656, -1.6409, 2.2476], [4.1108, -1.9566, 2.9817], [4.8190, -0.8097, 3.1259], [4.0743, 0.2085, 2.5338], [4.5826, 1.5656, 2.4538], [2.9279, -0.2989, 2.0075], [1.8727, 0.5047, 1.3207], [0.5011, 0.0143, 1.3342], [-0.5626, 0.5000, 0.6069], [-1.8928, -0.0769, 0.8898], [-2.9702, 0.2155, 0.0258], [-4.1849, -0.4602, 0.0869], [-4.4086, -1.3735, 1.1339], [-3.4215, -1.5480, 2.1182], [-2.1957, -0.8867, 2.0144], [2.2228, 1.5642, 0.7593], [1.2939, -2.3115, 1.1307], [2.4878, -3.5419, 1.6387], [1.3400, -2.8852, 2.8587], [4.3481, -2.9668, 3.2650], [5.7474, -0.6313, 3.6361], [3.7838, 2.2779, 2.6419], [5.3433, 1.6513, 3.2338], [5.0459, 1.7678, 1.4831], [0.3846, -0.7754, 2.0784], [-0.5616, 1.5222, 0.1314], [-2.8157, 0.9753, -0.7366], [-4.9450, -0.2603, -0.6754], [-5.3698, -1.8878, 1.2057], [-3.6347, -2.1730, 2.9923], [-1.4638, -1.0151, 2.8270], [1.9450, 0.3678, -2.0625], [0.7332, 1.2671, -1.8817], [-0.5213, 0.5427, -1.7163], [-1.5136, 0.8834, -2.6832], [-1.8057, 2.1750, -3.0914], [-2.8376, 2.4052, -3.9754], [-3.7202, 1.3767, -4.3413], [-3.4923, 0.1044, -3.7970], [-2.4038, -0.1235, -3.0175], [0.7478, 2.5128, -1.8699], [2.0842, -0.3090, -1.2123], [1.7847, -0.2601, -2.9583], [2.8490, 0.9854, -2.1084], [-0.4785, -0.5521, -1.6301], [-1.0851, 2.9489, -2.8244], [-2.9139, 3.3908, -4.4222], [-4.5188, 1.5266, -5.0495], [-4.1217, -0.7607, -4.0247], [-2.1017, -1.1071, -2.6409]], "forces_ev_per_angstrom": [[-0.30, -0.73, -0.24], [0.18, 0.80, 0.73], [-0.34, 0.59, -0.84], [-1.10, 0.14, -0.31], [-0.16, -1.07, -0.22], [0.27, 0.61, 0.16], [1.35, -0.96, 0.97], [-1.21, 2.26, -1.51], [1.52, -0.39, 0.31], [-0.57, 2.29, 1.39], [-1.26, -0.11, 0.18], [0.35, -0.19, -0.10], [0.07, -0.15, 0.60], [0.21, 0.35, -0.18], [-0.31, 0.34, -0.20], [0.43, -0.26, -0.29], [0.08, -1.69, 0.93], [0.43, -0.18, 0.50], [-0.28, 0.16, 0.11], [0.42, 0.33, -0.64], [-0.10, 0.01, 0.03], [0.05, 0.12, -0.09], [0.05, -0.02, -0.12], [-0.15, 0.09, -0.13], [-0.28, -0.12, 0.15], [-0.50, 0.03, -0.70], [0.26, -1.28, 1.27], [-0.10, -0.25, 0.16], [0.20, -0.08, 0.43], [0.38, 0.09, 0.01], [0.14, 0.25, -0.39], [-0.39, 0.02, -0.53], [0.35, 0.51, 0.06], [-0.22, 0.96, 0.44], [0.56, -1.06, -2.17], [-1.47, 0.32, 1.08], [0.84, -0.77, -0.30], [-0.53, -0.59, -0.45], [0.72, -0.05, 0.50], [-0.54, 0.01, -0.63], [1.32, 0.23, 0.50], [0.38, -1.84, -0.37], [-0.33, 0.01, -0.06], [0.29, 0.39, 0.32], [-0.18, -0.21, -0.31], [0.24, 0.51, -0.28], [-0.27, -0.41, 0.22], [-0.15, -0.07, 0.24], [-0.09, 0.15, 0.03], [0.12, 0.46, -0.02], [-0.40, 0.47, -0.23]], "homo_lumo_gap_ha": 0.2132, "charge": 1, "largest_force_ha_per_bohr": 0.0578, "spin_multiplicity": 1, "relative_energy_ev": 3.532}

***

# 4
{"formula": "C28H55BClNO9S", "method": "wB97M-V/def2-TZVPD", "species": ["N", "B", "O", "C", "O", "C", "O", "C", "Cl", "C", "S", "H", "H", "H", "H", "H", "H", "H", "C", "C", "C", "O", "C", "H", "H", "H", "H", "H", "H", "H", "H", "C", "C", "C", "O", "C", "H", "H", "H", "H", "H", "H", "H", "H", "C", "C", "C", "O", "C", "H", "H", "H", "H", "H", "H", "H", "H", "C", "C", "C", "O", "C", "H", "H", "H", "H", "H", "H", "H", "H", "C", "C", "C", "O", "C", "H", "H", "H", "H", "H", "H", "H", "H", "C", "C", "C", "O", "C", "H", "H", "H", "H", "H", "H", "H", "H"], "xyz": [[-2.1796, -0.7849, 0.5906], [-2.5409, -1.6643, -0.5194], [-1.5881, -2.3635, -1.2199], [-4.0827, -1.8262, -0.8968], [-4.5648, -0.4660, -1.1164], [-5.8886, -0.3907, -0.8620], [-6.6087, 0.4261, -1.3522], [-6.2260, -1.4584, 0.1668], [-7.8499, -2.1204, -0.0676], [-5.0993, -2.5047, 0.0628], [-4.5690, -2.9584, 1.7544], [-1.2439, -1.0165, 0.9152], [-2.1625, 0.1876, 0.2914], [-0.8539, -1.7432, -1.3733], [-4.1795, -2.3258, -1.8695], [-6.1847, -0.9905, 1.1560], [-5.4888, -3.4099, -0.4036], [-3.2718, -2.6556, 1.6867], [-10.8319, -5.5281, -3.3186], [-10.7966, -4.3192, -2.3850], [-10.5551, -4.9838, -1.0357], [-9.7800, -6.1539, -1.2989], [-9.7614, -6.4195, -2.7011], [-10.6259, -5.2847, -4.3598], [-11.8076, -6.0159, -3.2679], [-9.9581, -3.6684, -2.6418], [-11.7077, -3.7232, -2.4024], [-11.4982, -5.2821, -0.5647], [-10.0101, -4.3456, -0.3400], [-8.7691, -6.1762, -3.0969], [-9.9443, -7.4829, -2.8598], [1.3644, -0.2251, 4.6964], [0.2097, 0.7220, 4.3686], [-0.4677, -0.0115, 3.2196], [-0.2570, -1.4062, 3.4504], [0.7144, -1.5867, 4.4830], [1.7604, -0.1027, 5.7032], [2.1830, -0.0804, 3.9870], [-0.4691, 0.7994, 5.2202], [0.5302, 1.7258, 4.0950], [-0.0017, 0.2575, 2.2631], [-1.5383, 0.1750, 3.1487], [0.2079, -1.9318, 5.3902], [1.4207, -2.3558, 4.1691], [2.3789, -0.5216, -4.2506], [2.4456, 0.9444, -3.8241], [1.0924, 1.1379, -3.1532], [0.7528, -0.1276, -2.5758], [1.6326, -1.1382, -3.0772], [3.3555, -0.9759, -4.4090], [1.7988, -0.6258, -5.1704], [3.2490, 1.0914, -3.1005], [2.6035, 1.6347, -4.6520], [0.3176, 1.4172, -3.8752], [1.1156, 1.8882, -2.3619], [2.3204, -1.4238, -2.2746], [1.0416, -2.0115, -3.3615], [3.8080, -4.0523, 1.1807], [2.6286, -3.4165, 1.9158], [2.7569, -1.9586, 1.4942], [3.3184, -1.9701, 0.1807], [3.8020, -3.2778, -0.1310], [3.7050, -5.1262, 1.0339], [4.7365, -3.8687, 1.7254], [1.6868, -3.8339, 1.5538], [2.6651, -3.5457, 2.9964], [3.4302, -1.4090, 2.1627], [1.7987, -1.4366, 1.4645], [3.1282, -3.7423, -0.8598], [4.7904, -3.1879, -0.5830], [6.7413, 2.9879, -0.3695], [5.9354, 4.1552, -0.9348], [5.2973, 3.5204, -2.1638], [5.1025, 2.1417, -1.8437], [5.8116, 1.8135, -0.6465], [6.9788, 3.0956, 0.6876], [7.6766, 2.8701, -0.9213], [5.1722, 4.4610, -0.2182], [6.5400, 5.0281, -1.1774], [5.9544, 3.5921, -3.0377], [4.3328, 3.9615, -2.4217], [5.0905, 1.6773, 0.1664], [6.3394, 0.8716, -0.7990], [4.0229, 8.4327, 1.4856], [5.0746, 8.5098, 2.5912], [5.3231, 7.0347, 2.8792], [5.1187, 6.3469, 1.6435], [4.4986, 7.2195, 0.6972], [3.9619, 9.3318, 0.8746], [3.0370, 8.2437, 1.9150], [5.9842, 8.9814, 2.2138], [4.7460, 9.0594, 3.4718], [4.6145, 6.6509, 3.6208], [6.3349, 6.8310, 3.2311], [5.2364, 7.5045, -0.0610], [3.6868, 6.6837, 0.2033]], "forces_ev_per_angstrom": [[0.45, -0.11, -0.95], [0.15, -0.08, 0.53], [-0.37, 0.56, -0.24], [-0.05, -0.17, -0.33], [-0.08, -0.14, -0.05], [-0.14, 0.37, -0.19], [0.23, -0.21, 0.30], [0.13, -0.19, 0.02], [-0.03, 0.01, 0.02], [-0.08, 0.32, 0.15], [-0.04, -0.33, 0.02], [0.00, 0.17, -0.01], [-0.41, 0.07, 0.45], [0.28, -0.50, 0.19], [0.08, 0.04, 0.15], [-0.16, -0.01, -0.24], [0.08, 0.10, 0.07], [0.05, 0.15, -0.07], [-0.03, 0.00, 0.02], [0.04, -0.01, -0.02], [-0.05, 0.00, -0.02], [0.01, 0.00, 0.01], [0.02, 0.04, -0.01], [0.01, 0.01, 0.00], [0.00, -0.01, 0.00], [0.00, 0.00, 0.01], [-0.01, -0.01, 0.00], [-0.01, 0.03, -0.01], [0.04, -0.03, 0.03], [-0.01, 0.00, -0.02], [0.01, -0.01, 0.02], [0.01, 0.01, -0.05], [0.00, -0.07, 0.07], [0.10, 0.06, 0.01], [-0.01, -0.04, -0.08], [-0.02, 0.04, 0.05], [-0.01, 0.00, 0.01], [-0.01, 0.00, 0.00], [0.00, 0.00, 0.00], [0.01, 0.00, -0.01], [0.00, 0.08, 0.01], [-0.01, -0.01, 0.00], [0.01, 0.01, 0.01], [-0.06, 0.04, 0.03], [-0.11, 0.10, -0.03], [0.09, 0.01, 0.06], [-0.01, 0.01, -0.03], [-0.19, -0.06, 0.06], [0.16, -0.19, 0.10], [0.02, 0.02, 0.03], [0.00, -0.01, 0.01], [0.00, 0.01, -0.01], [-0.03, -0.01, -0.03], [0.01, 0.00, -0.01], [-0.01, -0.01, 0.02], [0.01, -0.02, -0.02], [-0.04, 0.02, 0.02], [0.01, 0.03, 0.02], [0.01, -0.04, -0.07], [-0.01, 0.02, -0.01], [0.01, 0.03, -0.02], [-0.04, -0.02, 0.01], [-0.02, 0.00, 0.00], [0.00, 0.01, 0.00], [-0.01, 0.01, 0.01], [0.06, -0.05, -0.05], [0.00, -0.01, 0.02], [0.00, -0.01, 0.00], [0.01, -0.02, 0.00], [0.00, 0.02, -0.01], [0.03, 0.00, -0.04], [-0.06, -0.01, 0.02], [0.06, 0.00, 0.01], [-0.02, -0.03, -0.03], [-0.02, 0.03, 0.04], [-0.02, 0.02, 0.01], [0.00, -0.01, 0.00], [0.01, 0.01, 0.01], [0.02, 0.00, 0.00], [0.00, 0.02, 0.00], [-0.01, -0.02, -0.01], [0.01, 0.00, 0.01], [-0.02, -0.01, -0.02], [-0.01, -0.02, 0.03], [0.02, 0.00, -0.03], [-0.03, 0.01, 0.00], [0.00, -0.03, -0.01], [0.03, 0.03, 0.00], [0.01, 0.01, 0.00], [0.00, -0.01, 0.00], [0.00, 0.00, 0.00], [-0.02, 0.00, 0.00], [0.00, 0.02, 0.01], [0.01, -0.02, -0.01], [-0.02, 0.01, -0.01], [0.00, -0.02, 0.00]], "homo_lumo_gap_ha": 0.3501, "largest_force_ha_per_bohr": 0.0205, "spin_multiplicity": 1, "smiles": "NB(O)[C@@H]1OC(=O)[C@@H](Cl)[C@@H]1S.C1CCOC1.C1CCOC1.C1CCOC1.C1CCOC1.C1CCOC1.C1CCOC1"}